(1)
# C16H31BBr2KN5O5PSi

A molecular structure, C16H31BBr2KN5O5PSi (ωB97M-V/def2-TZVPD, the OMol25 dataset).

The geometry in XYZ format:
```
63
Properties=species:S:1:pos:R:3
C 2.022 -2.484 0.098
C 0.611 -3.169 -0.144
N 0.476 -4.272 -0.759
C -0.610 -2.376 0.496
C -0.664 -0.914 -0.082
C -0.634 0.235 0.846
P -0.609 -0.033 2.707
N -1.045 1.339 3.647
O -1.904 -1.103 2.978
C -0.628 1.646 0.214
Br -0.535 3.385 1.163
C -0.679 1.726 -1.253
C -0.718 0.526 -2.073
Si -0.723 0.803 -3.979
C 0.775 -0.197 -4.655
C -2.356 0.338 -4.822
C -0.363 2.633 -4.432
N -0.728 -0.743 -1.466
O -0.799 -1.786 -2.324
B -2.152 -2.282 -2.430
O -3.265 -1.551 -1.868
O -2.449 -3.456 -3.120
H 1.951 -1.355 0.024
H 2.727 -2.833 -0.696
H 2.401 -2.679 1.144
H 1.426 -4.576 -1.033
H -1.573 -2.894 0.237
H -0.421 -2.405 1.594
H -1.810 1.899 3.263
H -0.192 1.889 3.794
H -2.116 -1.030 3.929
H -0.688 2.731 -1.749
H 0.584 -1.298 -4.670
H 1.678 0.078 -4.040
H 0.969 0.223 -5.686
H -2.608 -0.756 -4.799
H -3.176 1.002 -4.445
H -2.228 0.595 -5.918
H -0.176 2.722 -5.539
H -1.293 3.212 -4.146
H 0.503 2.991 -3.818
H -3.558 -1.982 -1.043
H -3.177 -3.928 -2.681
C 1.992 4.059 4.259
O 1.354 3.062 3.924
N 1.489 5.107 4.924
C 2.304 6.253 5.289
C 0.082 5.097 5.292
H 3.064 4.165 4.030
H 2.297 6.365 6.375
H 1.887 7.150 4.828
H 3.332 6.123 4.951
H -0.118 4.232 5.928
H -0.526 5.013 4.389
H -0.178 6.010 5.824
Br -3.481 0.282 -0.436
K 1.863 2.111 1.080
C 1.895 -7.811 -0.181
C 2.400 -6.841 -1.180
N 2.795 -6.093 -1.966
H 1.513 -8.697 -0.686
H 2.701 -8.104 0.492
H 1.092 -7.358 0.401
```

Results
Net charge = +1
Gap between HOMO and LUMO = 4.73 eV
Energy = -7681.7064 Eh
E_LUMO = -3.91 eV
HOMO = -8.64 eV

---

(2)
# C16H31BCl20N4O4

11 unconnected molecules or ions with the total composition C16H31BCl20N4O4 (ωB97M-V/def2-TZVPD, the OMol25 dataset).

The geometry in XYZ format:
```
76
Properties=species:S:1:pos:R:3
C 5.127 -1.919 -0.324
C 4.032 -1.385 -1.274
C 4.549 -0.169 -2.044
O 3.545 0.746 -2.453
C 3.012 1.484 -1.390
C 1.630 0.975 -1.048
N 0.891 0.548 -2.053
N -0.295 0.066 -1.737
C -0.599 0.061 -0.460
O -1.785 -0.454 -0.131
B -2.307 -1.396 -1.042
O -1.683 -2.547 -1.382
O -3.546 -1.158 -1.551
N 0.103 0.524 0.543
N 1.289 1.011 0.227
H 5.640 -1.087 0.153
H 5.796 -2.579 -0.858
H 4.605 -2.439 0.473
H 3.727 -2.148 -1.992
H 3.165 -1.170 -0.652
H 5.018 -0.537 -2.952
H 5.341 0.319 -1.478
H 2.931 2.537 -1.655
H 3.640 1.447 -0.502
H -2.005 -2.779 -2.267
H -3.779 -0.236 -1.367
Cl -5.766 0.181 -5.491
C -4.753 0.602 -4.107
Cl -5.720 0.894 -2.654
H -4.073 -0.219 -3.909
H -4.198 1.503 -4.341
Cl -2.889 -0.423 4.550
C -2.244 -1.168 3.073
Cl -3.160 -2.607 2.610
H -2.301 -0.448 2.265
H -1.208 -1.453 3.250
Cl 5.997 -4.382 -3.103
C 4.958 -4.168 -4.516
Cl 3.786 -2.863 -4.291
H 5.581 -3.930 -5.370
H 4.418 -5.091 -4.690
Cl 0.994 -1.292 3.822
C 0.788 0.009 5.007
Cl 2.113 0.035 6.178
H 0.766 0.956 4.483
H -0.145 -0.145 5.537
Cl -0.421 2.929 6.371
C -2.033 3.082 5.651
Cl -2.757 4.653 5.999
H -1.945 2.968 4.577
H -2.669 2.305 6.058
Cl -9.611 3.314 -7.396
C -8.222 2.313 -7.840
Cl -8.430 1.574 -9.433
H -7.337 2.939 -7.858
H -8.113 1.528 -7.105
Cl -9.514 0.628 -5.114
C -11.117 0.135 -5.676
Cl -11.565 -1.460 -5.061
H -11.843 0.860 -5.328
H -11.109 0.102 -6.759
Cl 6.542 0.843 1.346
C 7.980 1.492 0.540
Cl 7.801 1.538 -1.216
H 8.149 2.500 0.897
H 8.825 0.860 0.785
Cl 4.658 3.560 7.203
C 3.049 3.740 6.495
Cl 2.342 5.320 6.854
H 3.129 3.632 5.419
H 2.405 2.970 6.902
Cl 1.315 -4.173 8.113
C 2.237 -3.442 6.792
Cl 3.727 -4.336 6.463
H 1.626 -3.442 5.897
H 2.494 -2.427 7.068
```

Results
Net charge = 0
Gap between HOMO and LUMO = 8.70 eV
SMILES = CCCOCc1nnc(OB(O)O)nn1.ClCCl.ClCCl.ClCCl.ClCCl.ClCCl.ClCCl.ClCCl.ClCCl.ClCCl.ClCCl
Energy = -10376.9574 Eh
E_LUMO = -1.33 eV
HOMO = -10.03 eV

---

(3)
# C16H31Br8NO5

5 unconnected molecules or ions with the total composition C16H31Br8NO5 (ωB97M-V/def2-TZVPD, the OMol25 dataset).

The geometry in XYZ format:
```
61
Properties=species:S:1:pos:R:3
C 5.997 1.701 -0.627
C 5.101 2.845 -1.317
O 5.585 4.188 -1.107
C 4.923 4.842 -0.011
N 3.609 5.436 -0.362
C 2.479 4.620 0.070
O 2.402 4.080 1.209
O 1.421 4.491 -0.878
C 0.159 4.252 -0.207
C -0.059 2.656 -0.125
O 0.944 2.033 -0.971
C 1.482 0.853 -0.393
C 2.159 0.755 1.049
O 1.433 -0.189 -1.098
H 5.517 1.221 0.290
H 7.047 2.080 -0.380
H 6.123 0.860 -1.405
H 4.013 2.672 -1.025
H 5.155 2.657 -2.453
H 5.599 5.719 0.308
H 4.905 4.122 0.871
H 3.523 6.419 -0.083
H -0.665 4.655 -0.905
H 0.036 4.793 0.784
H -0.109 2.244 0.936
H -1.081 2.423 -0.606
H 1.403 1.092 1.846
H 3.098 1.388 1.152
H 2.344 -0.355 1.248
Br -3.180 -3.932 -2.090
C -1.379 -3.294 -1.693
C -0.516 -3.278 -2.929
Br 0.080 -5.074 -3.399
H -0.985 -3.929 -0.900
H -1.516 -2.282 -1.307
H 0.400 -2.712 -2.751
H -1.023 -2.873 -3.805
Br -1.153 -4.897 1.934
C -2.390 -6.356 1.561
C -3.814 -5.863 1.502
Br -4.524 -5.535 3.287
H -2.227 -7.114 2.327
H -2.081 -6.751 0.592
H -4.467 -6.625 1.072
H -3.927 -4.936 0.940
Br -4.491 0.182 -2.140
C -3.672 0.534 -3.872
C -2.274 -0.028 -3.936
Br -1.010 1.086 -2.959
H -3.715 1.611 -4.031
H -4.317 0.038 -4.599
H -1.910 -0.035 -4.965
H -2.196 -1.032 -3.521
Br -3.536 -1.686 2.762
C -3.419 -2.121 4.657
C -3.793 -0.938 5.515
Br -2.348 0.369 5.589
H -2.407 -2.483 4.838
H -4.124 -2.940 4.804
H -3.949 -1.248 6.549
H -4.679 -0.412 5.161
```

Results
Net charge = 0
Gap between HOMO and LUMO = 10.35 eV
SMILES = CCOCNC(=O)OCCOC(C)=O.BrCCBr.BrCCBr.BrCCBr.BrCCBr
Energy = -21651.2394 Eh
E_LUMO = 0.43 eV
HOMO = -9.93 eV

---

(4)
# C16H31CdF3P2

A molecular structure, C16H31CdF3P2 (ωB97M-V/def2-TZVPD, the OMol25 dataset).

The geometry in XYZ format:
```
53
Properties=species:S:1:pos:R:3
P 0.715 -1.090 -0.791
P 1.299 1.912 -0.182
C 1.191 -0.052 -2.254
C 1.987 1.201 -1.814
H 0.255 0.216 -2.778
H 1.775 -0.714 -2.905
H 3.055 0.940 -1.690
H 1.898 2.030 -2.543
C -0.135 2.751 -1.150
H -0.642 3.462 -0.494
H -0.878 2.053 -1.553
H 0.274 3.283 -2.004
C 2.068 3.529 0.235
H 1.253 4.299 0.088
H 2.921 3.796 -0.380
H 2.362 3.639 1.285
C -0.158 -2.247 -1.960
H -0.318 -3.217 -1.488
H 0.399 -2.423 -2.885
H -1.147 -1.878 -2.245
C 2.174 -2.170 -0.520
H 3.105 -1.618 -0.339
H 2.295 -2.849 -1.375
H 1.944 -2.769 0.376
Cd 2.733 0.576 1.190
C -2.402 0.690 -0.150
C -2.775 0.135 -1.302
C -3.798 -0.929 -1.593
C -4.022 -1.759 -0.304
C -2.847 -2.610 0.037
C -1.773 -2.196 0.738
C -1.595 -1.045 1.657
C -2.327 0.310 1.293
C 3.415 -0.841 2.644
H -1.746 1.555 -0.274
H -2.251 0.492 -2.194
H -3.472 -1.505 -2.502
H -4.788 -0.530 -1.902
H -4.202 -1.031 0.514
H -4.892 -2.428 -0.333
H -2.730 -3.542 -0.492
H -0.936 -2.922 0.738
H -0.518 -0.760 1.786
H -1.950 -1.236 2.686
H -3.256 0.373 1.882
H -1.643 1.073 1.715
H 4.460 -0.678 2.923
H 3.126 -1.909 2.492
H 2.780 -0.398 3.425
F 1.212 1.807 3.645
C 2.551 2.059 3.331
F 2.653 3.434 3.260
F 3.304 1.728 4.455
```

Results
Net charge = 0
Gap between HOMO and LUMO = 6.62 eV
Energy = -1778.0649 Eh
E_LUMO = -0.75 eV
HOMO = -7.37 eV

---

(5)
# C16H31F3HfP2

A molecular structure, C16H31F3HfP2 (ωB97M-V/def2-TZVPD, the OMol25 dataset).

The geometry in XYZ format:
```
53
Properties=species:S:1:pos:R:3
P -0.364 -1.871 -5.259
P 0.238 2.093 -5.142
C -0.649 -0.427 -6.372
C 0.402 0.710 -6.328
H -1.695 -0.066 -6.279
H -0.581 -0.863 -7.387
H 1.449 0.335 -6.323
H 0.264 1.239 -7.289
C -0.846 3.157 -6.209
H -1.203 4.064 -5.700
H -1.711 2.556 -6.552
H -0.220 3.428 -7.080
C 1.764 3.157 -5.250
H 1.745 3.736 -6.183
H 2.669 2.545 -5.205
H 1.798 3.880 -4.422
C -1.553 -3.086 -5.914
H -1.606 -3.960 -5.252
H -1.224 -3.424 -6.910
H -2.562 -2.652 -6.013
C 1.214 -2.557 -5.852
H 1.982 -1.778 -6.002
H 1.035 -3.036 -6.832
H 1.603 -3.320 -5.159
Hf 0.637 -0.587 -0.790
C -0.076 2.248 -3.440
C -1.434 1.953 -3.877
C -2.129 0.644 -3.649
C -1.584 -0.596 -2.817
C -0.685 -1.670 -3.543
C 0.775 -1.502 -3.032
C 1.406 -0.103 -3.220
C 0.986 1.252 -2.522
C 1.835 -1.809 0.502
H 0.193 3.273 -3.222
H -2.091 2.804 -3.975
H -2.402 0.200 -4.628
H -3.085 0.908 -3.140
H -1.232 -0.248 -1.736
H -2.497 -1.161 -2.527
H -1.049 -2.674 -3.243
H 1.492 -2.318 -3.195
H 1.271 0.151 -4.297
H 2.515 -0.231 -3.194
H 0.706 1.412 -1.394
H 1.958 1.802 -2.508
H 2.643 -1.204 0.972
H 2.299 -2.612 -0.118
H 1.237 -2.302 1.307
F -1.307 1.903 -0.351
C -0.361 1.099 0.347
F 0.571 2.055 0.804
F -1.025 0.675 1.483
```

Results
Net charge = +2
Gap between HOMO and LUMO = 4.08 eV
Energy = -1657.6676 Eh
E_LUMO = -8.16 eV
HOMO = -12.24 eV

---

(6)
# C16H31FO7

5 unconnected molecules or ions with the total composition C16H31FO7 (ωB97M-V/def2-TZVPD, the OMol25 dataset).

The geometry in XYZ format:
```
55
Properties=species:S:1:pos:R:3
O -1.802 0.126 9.688
C -1.649 0.006 8.462
O -0.560 -0.555 7.983
C -0.577 -0.382 6.589
C -2.041 -0.127 6.311
F -2.643 -1.327 6.196
O -2.483 0.415 7.514
H 0.015 0.526 6.473
H -0.095 -1.166 6.005
H -2.295 0.468 5.434
C 7.825 2.663 -0.604
C 7.662 3.972 -1.266
C 6.199 4.460 -1.184
O 5.533 3.416 -0.525
C 6.557 2.722 0.248
H 8.727 2.561 -0.001
H 7.870 1.856 -1.334
H 8.086 3.846 -2.262
H 8.379 4.743 -0.986
H 5.769 4.681 -2.161
H 6.169 5.356 -0.565
H 6.213 1.728 0.534
H 6.618 3.238 1.206
C -7.767 -2.634 0.928
C -6.908 -1.712 0.006
C -7.120 -2.318 -1.358
O -7.938 -3.473 -1.282
C -8.716 -3.295 -0.088
H -8.272 -2.001 1.657
H -7.253 -3.432 1.465
H -5.876 -1.779 0.351
H -7.248 -0.689 0.166
H -6.177 -2.576 -1.839
H -7.661 -1.685 -2.062
H -9.195 -4.236 0.183
H -9.585 -2.677 -0.316
C 2.254 -2.613 -3.949
C 1.140 -2.014 -4.807
C 1.861 -2.023 -6.109
O 2.691 -3.178 -6.170
C 2.800 -3.698 -4.846
H 2.009 -2.990 -2.956
H 3.103 -1.975 -3.703
H 0.999 -0.985 -4.476
H 0.158 -2.483 -4.860
H 2.425 -1.090 -6.124
H 1.175 -1.768 -6.916
H 3.872 -3.818 -4.691
H 2.348 -4.654 -4.579
C -1.083 3.827 0.715
O -0.050 3.508 1.548
H -2.037 3.988 1.219
H -0.953 4.723 0.108
H -1.204 2.981 0.039
H 0.733 3.544 0.994
```

Results
Net charge = 0
Gap between HOMO and LUMO = 9.89 eV
SMILES = O=C1OC[C@@H](F)O1.C1CCOC1.C1CCOC1.C1CCOC1.CO
Energy = -1254.6534 Eh
E_LUMO = 0.28 eV
HOMO = -9.61 eV